ORCA calculation (wB97M-V/def2-TZVPD) on C21H31FeN4O3S2 as an isolated structure.

Each line ends with the Mulliken charge.
Geometry (Å):
Fe: -0.273 0.163 -0.056  1.0408
C: -1.590 1.992 -2.729  -0.8635
O: -1.219 1.872 -1.362  0.1561
C: -1.236 3.081 -0.617  -0.8963
C: -2.028 2.829 0.644  -0.4741
O: -1.423 1.732 1.319  -0.4100
C: -2.231 1.193 2.355  -0.6868
C: -1.623 -0.109 2.805  -0.6079
O: -1.482 -0.934 1.657  0.1117
C: -1.303 -2.316 1.969  -0.9078
H: -0.892 2.635 -3.267  0.3145
H: -2.604 2.388 -2.825  0.3850
H: -1.554 0.991 -3.152  0.0881
H: -1.698 3.890 -1.185  0.4897
H: -0.207 3.356 -0.370  0.2620
H: -3.062 2.575 0.385  0.3690
H: -2.026 3.716 1.283  0.3907
H: -3.242 1.013 1.973  0.3878
H: -2.287 1.889 3.197  0.4122
H: -2.286 -0.580 3.534  0.4520
H: -0.644 0.053 3.266  0.2414
H: -0.462 -2.459 2.648  0.3772
H: -1.101 -2.829 1.030  0.1732
H: -2.214 -2.719 2.417  0.3111
N: 4.026 -0.001 -1.237  -0.3848
C: 2.679 -0.067 -1.148  0.3049
S: 1.867 1.264 -0.387  -0.6535
N: 2.106 -1.111 -1.684  -1.2815
N: 0.787 -1.217 -1.495  1.1516
C: 0.096 -1.981 -2.270  0.5647
C: 0.650 -2.777 -3.389  0.0501
C: 0.088 -2.680 -4.661  -0.0983
C: 0.601 -3.426 -5.711  -0.8166
C: 1.664 -4.289 -5.494  -0.4366
C: 2.221 -4.399 -4.228  -0.7636
C: 1.725 -3.639 -3.181  -0.1609
C: -1.349 -1.997 -1.996  -0.3021
C: -2.189 -3.009 -2.458  -0.7286
C: -3.538 -2.957 -2.157  -0.7388
C: -4.027 -1.896 -1.406  -0.9031
C: -3.128 -0.942 -0.971  -0.4271
N: -1.827 -0.985 -1.254  0.9394
H: 4.463 0.889 -1.073  0.2372
H: 4.475 -0.634 -1.880  0.2373
H: -0.741 -2.004 -4.834  0.4670
H: 0.166 -3.332 -6.697  0.4113
H: 2.063 -4.874 -6.313  0.4069
H: 3.046 -5.076 -4.053  0.4033
H: 2.166 -3.707 -2.197  0.4802
H: -1.778 -3.826 -3.034  0.6024
H: -4.205 -3.735 -2.506  0.4655
H: -5.078 -1.820 -1.165  0.4952
H: -3.448 -0.093 -0.378  0.2709
C: 2.433 0.688 3.077  -1.0357
S: 1.709 -0.829 2.406  0.1799
C: 3.233 -1.699 1.978  -1.0148
H: 3.143 1.091 2.358  0.2943
H: 2.919 0.472 4.026  0.4178
H: 1.628 1.405 3.226  0.2698
H: 3.785 -1.933 2.886  0.4128
H: 3.832 -1.079 1.313  0.2469
H: 2.955 -2.619 1.469  0.3201

Output
Spin multiplicity = 5
<S²> = 6.010
M = 507.5 g/mol
HOMO energy (spin up / spin down) = -10.31 / -10.30 eV
Net charge = +1
Relative energy (zero: lowest compared OMol25 entry of this formula, charge and spin) = 0.000 eV



ORCA calculation (wB97M-V/def2-TZVPD) on one molecule with the formula C25H24N4O4S at a distorted geometry.

Each line ends with the Mulliken charge.
Geometry (Å):
C: 0.513 -1.144 -3.134  -0.6740
O: 0.940 0.173 -3.395  -0.5141
C: 0.891 1.124 -2.429  0.1697
C: 1.592 2.289 -2.734  -0.7356
C: 1.608 3.356 -1.865  0.0863
S: 2.635 4.757 -2.276  1.2114
O: 2.521 5.084 -3.665  -0.7116
O: 2.448 5.793 -1.307  -0.6609
N: 4.186 4.114 -2.119  -0.2988
C: 4.495 3.304 -1.027  0.4744
C: 4.067 3.671 0.246  -0.1371
C: 4.360 2.870 1.330  -0.7409
C: 5.090 1.694 1.184  0.7989
C: 5.414 0.847 2.378  -1.4227
C: 5.523 1.345 -0.086  -0.8685
C: 5.227 2.132 -1.184  -0.7898
C: 0.934 3.309 -0.661  -0.7216
C: 0.220 2.171 -0.353  -0.2158
C: 0.175 1.065 -1.213  0.3483
N: -0.488 -0.081 -0.822  -0.2491
C: -1.638 -0.042 -0.270  -0.7763
C: -2.278 -1.208 0.248  -0.0674
C: -1.783 -2.484 0.408  0.6282
C: -0.440 -3.022 0.096  -1.2699
N: -2.762 -3.266 0.911  -0.3824
N: -3.878 -2.502 1.184  0.2696
C: -5.055 -3.074 1.674  0.6944
C: -6.010 -2.268 2.290  -0.3952
C: -7.169 -2.835 2.784  -0.6141
C: -7.385 -4.200 2.684  -0.4596
C: -6.438 -4.999 2.068  -0.6144
C: -5.278 -4.445 1.559  -0.3695
C: -3.642 -1.188 0.758  0.3873
O: -4.444 -0.282 0.823  -0.7220
H: 1.105 -1.601 -2.338  0.2636
H: 0.673 -1.685 -4.067  0.3060
H: -0.543 -1.183 -2.860  0.2384
H: 2.114 2.349 -3.675  0.4871
H: 4.529 3.783 -3.007  0.3208
H: 3.516 4.589 0.363  0.6964
H: 4.021 3.163 2.313  0.3944
H: 5.777 -0.132 2.075  0.3531
H: 4.535 0.717 3.007  0.3452
H: 6.186 1.326 2.980  0.3009
H: 6.097 0.439 -0.225  0.3297
H: 5.568 1.843 -2.168  0.3329
H: 0.966 4.158 0.000  0.5141
H: -0.310 2.101 0.586  0.5598
H: -2.230 0.874 -0.187  0.6462
H: -0.116 -3.729 0.857  0.4319
H: -0.452 -3.534 -0.866  0.2699
H: 0.258 -2.192 0.030  0.2845
H: -2.637 -4.152 1.377  0.3403
H: -5.842 -1.206 2.358  0.4156
H: -7.906 -2.205 3.256  0.3614
H: -8.289 -4.638 3.078  0.3808
H: -6.602 -6.062 1.974  0.3641
H: -4.566 -5.081 1.053  0.4058

Output
Spin multiplicity = 1
M = 476.6 g/mol
HOMO energy = -8.22 eV
Relative energy (zero: lowest compared OMol25 entry of this formula, charge and spin) = 2.763 eV
SMILES = COc1cc(S(=O)(=O)Nc2ccc(C)cc2)ccc1/N=C/c1c(C)[nH]n(-c2ccccc2)c1=O



ORCA calculation (wB97M-V/def2-TZVPD) on C45H62BBr3F6N3O5P2S as an isolated structure at a distorted geometry.

Each line ends with the Mulliken charge.
Geometry (Å):
C: 1.237 2.981 2.094  -1.4070
C: 0.192 3.255 1.057  -0.1422
Br: 0.184 5.107 0.703  0.0453
C: -0.667 2.381 0.492  -0.7564
Br: -2.067 3.230 -0.537  0.0171
C: -0.708 0.864 0.752  2.4991
P: -2.113 0.836 2.105  0.9130
O: -3.482 1.267 1.419  -0.5641
O: -1.740 2.145 2.979  -0.3663
S: -2.358 -0.610 3.312  -0.5876
C: 0.560 0.268 1.359  -1.6466
C: 1.832 0.051 0.517  -0.6105
C: 2.868 1.076 0.055  -0.9301
C: 3.924 1.390 1.139  -1.3256
Br: 2.249 2.671 -0.862  -0.0310
O: 0.288 -1.042 1.903  0.2129
C: -0.155 -2.029 1.041  0.5636
F: 0.982 -2.678 0.596  -0.0496
P: -0.829 -3.488 2.106  0.1532
N: -0.750 -4.865 1.365  -0.6773
C: -1.025 -1.593 -0.199  -1.5091
O: -0.545 -2.359 -1.252  -0.5254
C: 0.507 -1.968 -2.119  0.0232
C: 0.336 -2.665 -3.463  0.6870
C: 1.075 -1.871 -4.559  -1.8550
C: 0.786 -4.116 -3.383  -1.2898
C: 2.291 -4.316 -3.162  1.0602
C: 2.896 -5.334 -4.124  -1.7865
C: 2.632 -4.702 -1.706  -1.3319
B: -2.558 -2.200 -0.023  0.6211
O: -3.547 -1.413 0.485  -0.9738
N: -2.820 -3.542 -0.497  0.1358
C: -3.233 -3.540 -1.923  -0.7334
C: -3.875 -4.188 0.316  -0.9195
N: -0.974 -0.062 -0.488  1.3990
C: -1.909 0.337 -1.612  1.0257
F: -3.110 0.705 -1.189  -0.2263
F: -2.156 -0.800 -2.313  -0.0337
C: -1.287 1.281 -2.751  0.4643
F: -2.320 1.998 -3.255  -0.2651
F: -0.775 0.511 -3.736  -0.1513
F: -0.305 2.058 -2.297  0.0166
H: 0.747 2.652 3.007  0.3334
H: 1.772 3.878 2.362  0.6694
H: 1.975 2.237 1.843  0.0321
H: -3.635 2.218 1.438  0.4151
H: -2.544 2.433 3.426  0.4293
H: 0.790 0.757 2.291  1.5497
H: 2.419 -0.641 1.110  0.6933
H: 1.600 -0.564 -0.351  -0.8438
H: 3.429 0.570 -0.718  0.6093
H: 4.233 2.423 1.080  0.3571
H: 3.514 1.154 2.116  0.4421
H: 4.776 0.739 1.000  0.3777
H: -2.099 -3.240 2.642  -0.1928
H: 0.073 -3.521 3.180  0.1108
H: -0.084 -5.449 1.853  0.2666
H: 0.655 -0.900 -2.309  -0.1629
H: 1.453 -2.317 -1.707  0.1052
H: -0.721 -2.589 -3.700  0.2962
H: 1.907 -1.301 -4.160  0.3864
H: 1.438 -2.567 -5.305  0.4430
H: 0.388 -1.209 -5.067  0.4443
H: 0.258 -4.569 -2.546  0.4154
H: 0.461 -4.638 -4.278  0.5353
H: 2.806 -3.371 -3.334  0.1662
H: 2.717 -5.038 -5.151  0.3990
H: 2.483 -6.315 -3.916  0.3671
H: 3.965 -5.373 -3.953  0.4647
H: 3.536 -5.298 -1.690  0.4893
H: 1.801 -5.216 -1.235  0.3518
H: 2.828 -3.822 -1.099  0.0924
H: -4.324 -1.378 -0.076  0.3149
H: -2.392 -3.822 -2.544  -0.1052
H: -3.964 -4.328 -2.052  0.6002
H: -3.680 -2.609 -2.262  0.2713
H: -4.862 -3.805 0.059  0.5116
H: -3.888 -5.239 0.045  0.5040
H: -3.674 -4.154 1.376  -0.1525
H: -0.067 0.073 -0.970  -0.0306
C: 3.226 -1.732 5.848  -0.7962
C: 4.026 -2.813 6.189  -0.3955
C: 4.179 -3.873 5.307  -0.4416
C: 3.537 -3.851 4.077  -0.7797
C: 2.739 -2.769 3.734  -0.0796
C: 2.580 -1.712 4.620  -0.1503
H: 3.104 -0.909 6.539  0.3964
H: 4.531 -2.830 7.146  0.3820
H: 4.799 -4.717 5.578  0.3805
H: 3.658 -4.676 3.387  0.4298
H: 2.240 -2.746 2.775  0.5606
H: 1.949 -0.871 4.353  0.4533
C: -4.940 -5.545 3.956  -0.2610
C: -5.116 -4.247 4.408  -0.0252
C: -5.953 -3.986 5.483  -0.6151
C: -6.609 -5.034 6.113  -0.3429
C: -6.425 -6.337 5.668  -0.3958
C: -5.592 -6.593 4.589  -0.5270
H: -4.279 -5.739 3.121  0.3390
H: -4.589 -3.440 3.914  0.3804
H: -6.092 -2.971 5.831  0.3673
H: -7.259 -4.837 6.954  0.3651
H: -6.933 -7.153 6.164  0.3630
H: -5.453 -7.608 4.240  0.3747
C: 1.507 8.465 -0.269  -0.1502
C: 1.803 9.404 0.707  -0.5110
C: 2.079 10.714 0.344  -0.3784
C: 2.052 11.084 -0.994  -0.4968
C: 1.753 10.143 -1.969  -0.2554
C: 1.483 8.832 -1.608  0.0052
H: 1.295 7.441 0.012  0.2022
H: 1.819 9.117 1.751  0.3787
H: 2.315 11.448 1.103  0.3679
H: 2.264 12.106 -1.276  0.3662
H: 1.730 10.432 -3.011  0.4317
H: 1.253 8.098 -2.370  -0.0031
C: 0.942 6.889 -6.618  -0.3391
C: 0.278 5.776 -6.120  -0.5751
C: 0.296 5.511 -4.759  -0.2751
C: 0.971 6.362 -3.895  -0.5022
C: 1.632 7.476 -4.392  -0.1552
C: 1.620 7.737 -5.754  -0.7193
H: 0.930 7.095 -7.680  0.3765
H: -0.253 5.117 -6.794  0.3655
H: -0.218 4.640 -4.370  0.4539
H: 0.982 6.156 -2.831  0.4965
H: 2.157 8.140 -3.717  0.4652
H: 2.139 8.603 -6.143  0.3713

Output
Spin multiplicity = 1
M = 1183.5 g/mol
HOMO energy = -10.86 eV
Net charge = +1



ORCA calculation (wB97M-V/def2-TZVPD) on a 7-piece molecular cluster, C25H61BrNO9 overall at a distorted geometry.

Each line ends with the Mulliken charge.
Geometry (Å):
O: -1.280 -0.725 0.552  -0.2877
N: -1.340 -1.759 -0.022  0.1345
O: -2.594 -2.130 -0.402  -0.0863
C: -3.676 -1.503 0.312  -0.4385
O: -4.133 -0.580 -0.620  -0.3370
Br: -5.105 -3.030 0.268  -0.4101
H: -4.822 -0.080 -0.160  0.3940
C: 2.275 4.274 -0.947  -1.1333
C: 2.105 2.902 -1.583  -0.0178
O: 1.760 1.889 -0.667  -0.4477
C: 0.518 2.066 0.005  -0.2687
C: -0.683 2.105 -0.920  -1.1128
H: 2.948 4.215 -0.091  0.2831
H: 2.687 4.979 -1.672  0.3889
H: 1.324 4.676 -0.596  0.3488
H: 3.055 2.586 -2.019  0.0525
H: 1.380 2.944 -2.405  0.2960
H: 0.552 2.966 0.632  0.2528
H: 0.427 1.212 0.673  0.3263
H: -0.692 3.005 -1.540  0.3782
H: -1.604 2.091 -0.338  0.3884
H: -0.683 1.239 -1.581  0.2714
C: -0.676 -3.329 3.796  -1.1459
C: -2.137 -3.302 3.376  0.1216
O: -2.848 -4.475 3.753  -0.4146
C: -2.931 -4.706 5.140  -0.4173
C: -3.660 -3.609 5.899  -0.7931
H: -0.199 -4.251 3.458  0.3248
H: -0.151 -2.481 3.357  0.3660
H: -0.557 -3.270 4.881  0.2724
H: -2.205 -3.250 2.292  0.1004
H: -2.639 -2.408 3.757  0.2230
H: -1.932 -4.868 5.567  0.2945
H: -3.474 -5.648 5.244  0.3494
H: -3.095 -2.677 5.909  0.0774
H: -3.819 -3.908 6.938  0.3943
H: -4.626 -3.403 5.438  0.2975
C: 6.777 2.366 -2.705  -1.0172
C: 5.996 3.454 -3.422  -0.1830
O: 6.655 3.974 -4.563  -0.4669
C: 6.897 3.036 -5.595  -0.1245
C: 5.631 2.439 -6.187  -1.0676
H: 7.794 2.702 -2.497  0.3022
H: 6.290 2.113 -1.763  0.4081
H: 6.843 1.453 -3.298  0.2030
H: 5.863 4.302 -2.749  0.3151
H: 4.993 3.101 -3.687  0.2029
H: 7.569 2.244 -5.249  0.1788
H: 7.432 3.588 -6.369  0.3093
H: 5.121 1.788 -5.475  0.2606
H: 5.872 1.839 -7.065  0.3450
H: 4.934 3.226 -6.476  0.3309
C: -8.917 -2.024 1.017  -1.0230
C: -8.744 -0.525 0.852  -0.3254
O: -8.487 -0.109 -0.478  -0.3898
C: -9.490 -0.416 -1.419  -0.3378
C: -10.831 0.242 -1.131  -1.0346
H: -8.082 -2.561 0.569  0.2312
H: -8.960 -2.277 2.077  0.3759
H: -9.841 -2.380 0.553  0.2869
H: -7.876 -0.196 1.423  0.3533
H: -9.614 0.010 1.256  0.2766
H: -9.607 -1.502 -1.516  0.3053
H: -9.104 -0.056 -2.373  0.3298
H: -11.303 -0.172 -0.239  0.2595
H: -11.513 0.087 -1.968  0.3891
H: -10.703 1.314 -0.974  0.2806
C: -1.141 0.718 7.533  -1.0434
C: -2.611 0.739 7.150  -0.3832
O: -3.326 -0.408 7.567  -0.3857
C: -3.390 -0.629 8.959  -0.3133
C: -4.098 0.477 9.726  -1.1080
H: -0.680 -0.218 7.216  0.2670
H: -0.618 1.546 7.055  0.3933
H: -0.998 0.814 8.612  0.2701
H: -2.704 0.750 6.064  0.3675
H: -3.095 1.651 7.519  0.3237
H: -2.387 -0.800 9.370  0.3229
H: -3.941 -1.562 9.074  0.3142
H: -3.523 1.404 9.728  0.2637
H: -4.247 0.178 10.764  0.3971
H: -5.070 0.686 9.278  0.3055
C: 8.209 -2.715 -7.411  -1.2079
C: 7.618 -1.317 -7.327  -0.2697
O: 8.318 -0.451 -6.455  -0.3835
C: 9.663 -0.182 -6.794  -0.3346
C: 9.830 0.516 -8.134  -1.0332
H: 8.347 -3.129 -6.412  0.3049
H: 7.543 -3.370 -7.973  0.4026
H: 9.178 -2.718 -7.912  0.2731
H: 6.608 -1.373 -6.921  0.3393
H: 7.534 -0.873 -8.326  0.3293
H: 10.261 -1.100 -6.760  0.3397
H: 10.033 0.466 -6.000  0.3340
H: 9.572 -0.138 -8.969  0.2845
H: 10.865 0.830 -8.268  0.3948
H: 9.187 1.395 -8.187  0.2363

Output
Spin multiplicity = 1
M = 599.7 g/mol
HOMO energy = -3.05 eV
Net charge = -1